## A
{"formula": "C5H12NS2", "method": "wB97M-V/def2-TZVPD", "charge": -1, "species": ["C", "C", "S", "C", "N", "C", "C", "S", "H", "H", "H", "H", "H", "H", "H", "H", "H", "H", "H", "H"], "coordinates": [[1.587, 0.794, 0.187], [0.514, 1.429, -0.691], [0.821, 1.130, -2.455], [1.573, -0.730, 0.074], [0.951, -1.490, 1.103], [-0.349, -1.109, 1.442], [-1.431, -1.247, 0.295], [-2.995, -0.491, 0.719], [2.516, 1.337, 0.005], [1.415, 1.028, 1.253], [-0.473, 1.035, -0.443], [0.505, 2.493, -0.430], [1.029, -1.052, -0.861], [2.562, -1.197, 0.024], [-2.128, 1.781, -1.652], [-0.632, -1.741, 2.296], [-0.426, -0.092, 1.832], [-0.999, -0.947, -0.668], [-1.649, -2.310, 0.170], [-2.391, 1.379, -2.201]]}

## B
{"formula": "C5H12NS2", "method": "wB97M-V/def2-TZVPD", "smiles": "[S-]CCNCCCS", "charge": -1, "species": ["S", "C", "C", "N", "C", "C", "C", "S", "H", "H", "H", "H", "H", "H", "H", "H", "H", "H", "H", "H"], "coordinates": [[-2.078, 0.790, -3.658], [-1.941, 0.060, -1.943], [-0.488, -0.279, -1.507], [-0.065, -0.416, -0.076], [1.022, 0.556, 0.195], [2.215, -0.131, 1.016], [1.929, 0.199, 2.544], [0.660, -0.743, 3.386], [-2.362, 0.702, -1.326], [-2.406, -0.895, -1.887], [-0.121, -1.335, -1.895], [0.328, 0.386, -2.075], [-0.863, -0.176, 0.472], [1.390, 0.864, -0.848], [0.874, 1.556, 0.646], [3.302, 0.052, 0.716], [1.973, -1.151, 0.834], [2.791, -0.121, 3.241], [1.713, 1.222, 2.776], [0.107, -1.363, 2.397]]}

The structure with the most favorable energy is B; the runner-up is 2.739 eV above it.

## A
{"formula": "H3N3O2", "method": "wB97M-V/def2-TZVPD", "species": ["N", "N", "N", "O", "O", "H", "H", "H"], "coordinates": [[0.401, 0.996, 0.488], [-1.413, -0.638, -1.068], [-2.117, -0.138, -0.222], [-0.842, 0.404, 1.045], [-3.268, 0.158, 0.055], [-0.259, 1.570, 0.072], [0.569, 0.145, -0.143], [-1.770, -1.160, -1.958]]}

## B
{"formula": "H3N3O2", "method": "wB97M-V/def2-TZVPD", "smiles": "NN[N+](=O)[O-]", "species": ["N", "N", "N", "O", "O", "H", "H", "H"], "coordinates": [[-1.262, -0.137, 0.152], [-0.071, 0.507, -0.219], [1.163, -0.084, 0.032], [1.215, -1.287, -0.039], [2.108, 0.687, 0.127], [-1.713, -0.372, -0.693], [-1.348, -0.879, 0.749], [-0.093, 1.566, -0.110]]}

The structure with the most favorable energy is B; the runner-up is 3.066 eV above it.

## A
{"formula": "C3H8N3", "method": "wB97M-V/def2-TZVPD", "charge": 1, "species": ["C", "C", "C", "N", "N", "N", "H", "H", "H", "H", "H", "H", "H", "H"], "coordinates": [[3.495, 0.252, -0.356], [-0.213, -0.274, -0.001], [-2.471, 0.623, 0.246], [2.631, -0.365, 0.226], [-0.380, -1.564, -0.022], [-1.059, 0.694, -0.034], [4.527, 0.394, 0.202], [3.587, 0.789, -1.315], [-2.728, -0.478, 0.202], [-3.135, 1.219, -0.377], [-2.770, 1.164, 1.121], [0.371, -2.159, 0.262], [-1.294, -1.832, 0.121], [-0.560, 1.538, -0.275]]}

## B
{"formula": "C3H8N3", "method": "wB97M-V/def2-TZVPD", "smiles": "[NH+]#C[C@@H](N)CN", "charge": 1, "species": ["N", "C", "C", "N", "C", "N", "H", "H", "H", "H", "H", "H", "H", "H"], "coordinates": [[2.511, -0.361, -0.126], [1.486, -0.099, 0.323], [0.215, 0.495, 0.594], [0.415, 1.741, -0.259], [-1.122, -0.226, 0.054], [-0.891, -1.638, -0.151], [3.271, -0.879, -0.466], [-0.056, 0.871, 1.610], [1.019, 2.510, 0.147], [0.720, 1.589, -1.178], [-1.905, -0.034, 0.785], [-1.349, 0.220, -0.943], [-0.848, -2.222, 0.749], [-1.638, -2.092, -0.744]]}

The structure with the most favorable energy is B; the runner-up is 2.338 eV above it.

## A
{"formula": "C3H8N3", "method": "wB97M-V/def2-TZVPD", "charge": 1, "species": ["C", "C", "C", "N", "N", "N", "H", "H", "H", "H", "H", "H", "H", "H"], "coordinates": [[-1.105, 1.591, 1.149], [0.803, 0.218, -1.404], [0.736, -1.843, -0.049], [-0.269, 2.360, 1.413], [-1.741, 0.622, 0.587], [0.234, -0.660, -0.645], [0.024, 3.225, 1.745], [0.420, 1.068, -1.955], [1.913, 0.156, -1.614], [1.225, -1.777, 0.923], [-0.142, -2.455, 0.150], [1.249, -2.488, -0.793], [-2.677, 0.492, 0.601], [-0.670, -0.510, -0.108]]}

## B
{"formula": "C3H8N3", "method": "wB97M-V/def2-TZVPD", "charge": 1, "species": ["C", "C", "C", "N", "N", "N", "H", "H", "H", "H", "H", "H", "H", "H"], "coordinates": [[1.797, 0.482, 0.631], [2.037, 0.106, -0.747], [-1.252, 0.100, -0.860], [-2.295, -0.032, -0.215], [-3.244, -0.004, 0.622], [0.909, -0.539, -0.058], [2.448, -0.116, 1.233], [1.320, 1.278, 1.270], [1.664, 0.588, -1.662], [2.974, -0.471, -1.022], [0.989, -1.420, 0.332], [-0.273, -0.013, -1.412], [-3.117, -0.578, 1.485], [-3.957, 0.619, 0.401]]}

The structure with the most favorable energy is A; the runner-up is 3.172 eV above it.

## A
{"formula": "C8H19N3", "method": "wB97M-V/def2-TZVPD", "smiles": "CC/C(C)=C(\\C)N(NC)NC", "species": ["C", "C", "C", "C", "C", "C", "N", "N", "C", "N", "C", "H", "H", "H", "H", "H", "H", "H", "H", "H", "H", "H", "H", "H", "H", "H", "H", "H", "H", "H"], "coordinates": [[1.808, -2.296, 1.857], [2.153, -1.088, 0.956], [1.066, -0.605, 0.004], [1.344, -1.095, -1.358], [-0.043, 0.114, 0.311], [-0.193, 0.583, 1.783], [-1.055, 0.495, -0.677], [-0.607, 1.283, -1.799], [0.011, 2.407, -1.146], [-2.263, 0.736, -0.144], [-3.410, 0.187, -0.862], [2.132, -3.226, 1.225], [0.836, -2.472, 2.016], [2.428, -2.327, 2.775], [2.285, -0.173, 1.715], [3.096, -1.312, 0.570], [1.402, -0.439, -2.134], [2.260, -1.656, -1.415], [0.697, -1.787, -1.666], [-1.173, 1.229, 1.865], [-0.321, -0.263, 2.564], [0.584, 1.180, 2.029], [0.001, 0.729, -2.345], [0.666, 2.239, -0.191], [0.523, 2.947, -1.899], [-0.706, 3.153, -0.807], [-2.324, 1.705, 0.019], [-3.357, 0.088, -2.046], [-3.391, -0.962, -0.556], [-4.449, 0.625, -0.644]]}

## B
{"formula": "C8H19N3", "method": "wB97M-V/def2-TZVPD", "species": ["C", "C", "C", "C", "C", "C", "C", "C", "N", "N", "N", "H", "H", "H", "H", "H", "H", "H", "H", "H", "H", "H", "H", "H", "H", "H", "H", "H", "H", "H"], "coordinates": [[-2.391, 0.571, -0.606], [-2.185, -0.960, -0.480], [-0.951, 1.109, -0.688], [-0.835, 2.515, -0.092], [2.804, 1.266, 0.675], [-1.024, -1.766, 1.576], [1.284, -1.507, -1.328], [2.388, -0.078, 0.253], [-1.034, -1.053, 0.314], [-0.290, 0.082, 0.196], [1.513, -0.122, -0.819], [-3.037, 0.767, -1.438], [-2.774, 0.841, 0.374], [-3.046, -1.316, 0.013], [-2.101, -1.434, -1.462], [-0.514, 1.057, -1.761], [-1.049, 2.257, 0.941], [-1.656, 3.076, -0.638], [0.137, 2.824, -0.234], [3.800, 1.590, 0.252], [2.109, 2.040, 0.850], [3.155, 0.994, 1.773], [-0.494, -2.772, 1.494], [-0.410, -1.236, 2.298], [-2.024, -2.066, 1.706], [1.224, -2.255, -0.436], [0.414, -1.574, -1.988], [2.115, -1.611, -1.951], [3.384, -0.587, -0.001], [1.957, -0.740, 1.027]]}

The structure with the most favorable energy is A; the runner-up is 0.205 eV above it.

## A
{"formula": "C4H4ClN", "method": "wB97M-V/def2-TZVPD", "smiles": "N#C/C=C/CCl", "species": ["N", "C", "C", "C", "C", "Cl", "H", "H", "H", "H"], "coordinates": [[-1.119, 1.894, -2.707], [-0.705, 1.139, -1.893], [-0.390, 0.236, -0.921], [0.286, 0.333, 0.261], [0.307, -0.774, 1.201], [2.095, -1.231, 1.492], [-1.011, -0.638, -0.993], [0.748, 1.261, 0.561], [-0.170, -1.632, 0.767], [-0.040, -0.587, 2.232]]}

## B
{"formula": "C4H4ClN", "method": "wB97M-V/def2-TZVPD", "species": ["C", "C", "C", "C", "N", "Cl", "H", "H", "H", "H"], "coordinates": [[-1.607, -0.562, 0.216], [0.612, 1.520, -0.119], [1.144, 0.318, 0.048], [-0.536, -1.288, -0.184], [-2.589, -0.013, 0.494], [2.581, -0.434, 0.298], [1.230, 2.378, -0.060], [-0.506, 1.527, -0.109], [-0.581, -1.717, -1.120], [0.251, -1.731, 0.535]]}

The structure with the most favorable energy is A; the runner-up is 3.098 eV above it.